(1)
{"formula": "C31H37AsN3O2ReS", "method": "ωB97M-V/def2-TZVPD", "charge": 3, "lumo_energy_ev": [-9.79, -10.03], "s2": 0.755, "multiplicity": 2, "largest_force_ev_per_a": 0.66, "relative_energy_kj_mol": 5.3, "elements": ["Re", "C", "C", "C", "C", "H", "H", "H", "H", "H", "H", "H", "H", "H", "C", "C", "C", "C", "C", "C", "As", "C", "C", "C", "C", "C", "C", "C", "C", "C", "C", "C", "C", "H", "H", "H", "H", "H", "H", "H", "H", "H", "H", "H", "H", "H", "C", "N", "C", "C", "C", "N", "C", "O", "N", "H", "H", "H", "H", "H", "H", "H", "O", "S", "C", "C", "C", "C", "H", "H", "H", "H", "H", "H", "H", "H"], "positions_angstrom": [[0.475, 0.666, 0.304], [-0.693, 0.797, 3.705], [-1.661, 1.173, 2.590], [-3.098, 0.861, 3.007], [-1.369, 0.407, 1.276], [-0.875, 1.398, 4.596], [0.358, 0.909, 3.425], [-0.837, -0.248, 3.989], [-1.603, 2.253, 2.398], [-3.209, -0.200, 3.236], [-3.812, 1.120, 2.225], [-3.364, 1.422, 3.904], [-2.187, 0.583, 0.561], [-1.437, -0.660, 1.524], [1.977, -3.773, -3.894], [1.074, -2.866, -4.431], [0.280, -2.092, -3.590], [0.412, -2.234, -2.211], [1.313, -3.148, -1.668], [2.091, -3.921, -2.515], [-0.698, -1.201, -1.035], [-2.020, -0.320, -2.086], [-1.871, 0.752, -2.954], [-2.994, 1.225, -3.621], [-4.229, 0.625, -3.403], [-4.369, -0.441, -2.522], [-3.260, -0.928, -1.843], [-3.256, -2.050, -0.870], [-4.357, -2.816, -0.511], [-4.213, -3.835, 0.421], [-2.979, -4.109, 1.002], [-1.864, -3.359, 0.653], [-2.021, -2.347, -0.278], [2.578, -4.387, -4.551], [0.968, -2.775, -5.504], [-0.448, -1.411, -4.013], [1.395, -3.281, -0.594], [2.775, -4.652, -2.105], [-0.902, 1.203, -3.138], [-2.907, 2.050, -4.314], [-5.099, 0.993, -3.930], [-5.343, -0.888, -2.378], [-5.328, -2.629, -0.950], [-5.074, -4.429, 0.696], [-2.888, -4.911, 1.721], [-0.902, -3.578, 1.100], [4.490, -0.368, 2.629], [4.097, -0.392, 1.203], [5.016, -0.669, 0.216], [4.674, -0.678, -1.084], [3.315, -0.424, -1.452], [2.421, -0.173, -0.464], [2.851, -0.134, 0.812], [1.909, 0.207, 1.634], [2.939, -0.421, -2.709], [5.185, -1.184, 2.802], [3.605, -0.514, 3.240], [4.963, 0.584, 2.861], [6.020, -0.875, 0.560], [5.416, -0.893, -1.840], [3.607, -0.628, -3.437], [1.964, -0.407, -2.973], [1.606, 2.390, 0.067], [0.679, 2.934, 1.206], [1.694, 3.552, 2.569], [1.104, 4.934, 2.856], [0.775, 5.561, 1.501], [-0.044, 4.524, 0.729], [2.696, 3.608, 2.136], [1.665, 2.834, 3.385], [1.821, 5.524, 3.425], [0.203, 4.838, 3.466], [1.685, 5.805, 0.952], [0.191, 6.474, 1.606], [0.015, 4.563, -0.359], [-1.090, 4.484, 1.039]]}


(2)
{"formula": "C31H37BBr2N13O11P2SSn", "method": "ωB97M-V/def2-TZVPD", "lumo_energy_ev": [-0.53, -2.11], "s2": 0.794, "multiplicity": 2, "largest_force_ev_per_a": 0.32, "relative_energy_kj_mol": 0.0, "elements": ["Sn", "C", "C", "N", "N", "C", "B", "N", "C", "C", "C", "N", "N", "C", "C", "C", "N", "N", "C", "C", "C", "N", "H", "H", "H", "H", "H", "H", "H", "H", "H", "H", "H", "H", "N", "C", "C", "P", "O", "O", "O", "P", "O", "O", "O", "H", "H", "H", "H", "H", "H", "H", "H", "Br", "C", "C", "C", "Br", "C", "C", "C", "C", "N", "C", "C", "O", "H", "H", "H", "H", "C", "C", "S", "O", "O", "C", "C", "N", "C", "N", "C", "C", "N", "O", "O", "C", "H", "H", "H", "H", "H", "H", "H", "H", "H", "H", "H", "H", "H"], "positions_angstrom": [[-0.402, 0.170, -0.284], [0.869, 0.894, -4.582], [0.571, 0.131, -3.452], [0.186, 0.921, -2.457], [0.234, 2.197, -2.914], [0.644, 2.199, -4.194], [-0.212, 3.315, -1.945], [0.712, 3.248, -0.688], [1.607, 4.175, -0.308], [2.405, 3.629, 0.678], [1.918, 2.330, 0.843], [0.900, 2.114, 0.020], [-1.674, 3.060, -1.532], [-2.806, 3.478, -2.129], [-3.871, 2.844, -1.526], [-3.283, 2.016, -0.563], [-1.964, 2.156, -0.571], [-0.108, 4.719, -2.525], [-0.698, 5.823, -1.999], [-0.148, 6.925, -2.602], [0.801, 6.388, -3.493], [0.832, 5.070, -3.433], [1.228, 0.550, -5.535], [0.629, -0.935, -3.286], [0.767, 3.129, -4.718], [1.640, 5.141, -0.783], [3.242, 4.094, 1.171], [2.273, 1.531, 1.473], [-2.775, 4.194, -2.933], [-4.916, 2.959, -1.754], [-3.735, 1.304, 0.110], [-1.453, 5.739, -1.235], [-0.397, 7.958, -2.432], [1.458, 6.907, -4.174], [2.632, -3.392, 1.265], [2.465, -3.103, -0.217], [3.375, -3.994, -1.042], [0.645, -3.328, -0.493], [0.526, -4.905, -0.860], [0.088, -3.132, 0.884], [0.240, -2.513, -1.672], [2.879, -1.316, -0.477], [4.168, -1.256, 0.545], [3.315, -1.074, -1.861], [1.795, -0.530, 0.214], [1.678, -3.211, 1.655], [3.356, -2.795, 1.675], [2.862, -4.372, 1.421], [3.155, -5.049, -0.868], [4.428, -3.797, -0.828], [3.213, -3.772, -2.095], [0.363, -5.012, -1.803], [4.936, -0.915, 0.074], [-3.650, -3.066, 3.028], [-3.633, -3.171, 1.168], [-3.840, -4.384, 0.546], [-3.820, -4.469, -0.832], [-4.076, -6.163, -1.607], [-3.587, -3.328, -1.666], [-3.534, -3.372, -3.067], [-3.263, -2.223, -3.766], [-3.057, -1.038, -3.055], [-3.117, -0.968, -1.739], [-3.369, -2.082, -1.050], [-3.369, -1.945, 0.429], [-3.188, -0.870, 0.986], [-4.007, -5.273, 1.137], [-3.691, -4.310, -3.582], [-3.198, -2.225, -4.845], [-2.833, -0.112, -3.575], [3.689, 7.309, 4.587], [3.632, 5.829, 4.233], [2.208, 5.086, 4.997], [1.023, 5.623, 4.371], [2.348, 5.166, 6.428], [2.322, 3.375, 4.518], [1.108, 2.622, 5.064], [0.770, 1.504, 4.190], [-0.090, 1.593, 3.148], [-0.113, 0.473, 2.443], [0.756, -0.380, 3.030], [1.327, 0.239, 4.103], [2.347, -0.268, 4.951], [2.685, -1.425, 4.778], [2.840, 0.484, 5.780], [-0.863, 2.818, 2.817], [4.563, 7.761, 4.121], [3.761, 7.444, 5.665], [2.800, 7.825, 4.228], [4.503, 5.285, 4.599], [3.523, 5.668, 3.160], [3.258, 2.963, 4.894], [2.316, 3.361, 3.427], [0.239, 3.277, 5.084], [1.293, 2.259, 6.068], [0.933, -1.366, 2.644], [-1.620, 3.026, 3.575], [-1.354, 2.664, 1.858], [-0.212, 3.693, 2.745]]}


(3)
{"formula": "C31H37F8NO30P2", "method": "ωB97M-V/def2-TZVPD", "lumo_energy_ev": -0.50, "smiles": "C#C[PH](CCC(=O)O)(CC(=O)O)P(=N)(O)O.O=C1OC[C@@H](F)O1.O=C1OC[C@@H](F)O1.O=C1OC[C@@H](F)O1.O=C1OC[C@@H](F)O1.O=C1OC[C@@H](F)O1.O=C1OC[C@@H](F)O1.O=C1OC[C@@H](F)O1.O=C1OC[C@@H](F)O1", "largest_force_ev_per_a": 10.89, "elements": ["C", "C", "P", "C", "C", "C", "O", "O", "C", "C", "O", "O", "P", "N", "O", "O", "H", "H", "H", "H", "H", "H", "H", "H", "H", "H", "H", "H", "H", "O", "C", "O", "C", "C", "F", "O", "H", "H", "H", "O", "C", "O", "C", "C", "F", "O", "H", "H", "H", "O", "C", "O", "C", "C", "F", "O", "H", "H", "H", "O", "C", "O", "C", "C", "F", "O", "H", "H", "H", "O", "C", "O", "C", "C", "F", "O", "H", "H", "H", "O", "C", "O", "C", "C", "F", "O", "H", "H", "H", "O", "C", "O", "C", "C", "F", "O", "H", "H", "H", "O", "C", "O", "C", "C", "F", "O", "H", "H", "H"], "positions_angstrom": [[-2.154, -4.991, -0.537], [-1.242, -4.037, -1.083], [-0.116, -2.560, -1.672], [-0.652, -0.784, -1.238], [0.550, 0.321, -1.145], [1.977, -0.122, -1.810], [3.086, 0.012, -1.031], [2.209, -0.606, -3.179], [0.877, -2.811, -0.059], [2.267, -3.700, -0.337], [2.126, -4.847, -1.054], [3.574, -3.263, 0.227], [-1.441, -2.469, -3.452], [-1.045, -1.289, -4.485], [-1.353, -4.002, -4.344], [-3.075, -2.289, -2.865], [-3.095, -5.430, 0.051], [1.041, -2.887, -2.465], [-1.250, -0.800, -0.205], [-1.428, -0.377, -2.033], [0.751, 0.500, 0.019], [0.141, 1.371, -1.537], [2.725, -1.465, -3.192], [1.096, -1.832, 0.543], [0.227, -3.507, 0.661], [3.629, -3.751, 1.124], [-0.225, -0.773, -4.099], [-1.831, -4.701, -3.806], [-3.665, -2.456, -3.664], [-0.577, 3.502, -3.653], [0.054, 2.939, -4.532], [0.181, 1.581, -4.636], [0.866, 1.335, -5.847], [1.590, 2.618, -6.076], [1.723, 2.868, -7.398], [0.725, 3.586, -5.526], [0.140, 1.112, -6.636], [1.547, 0.486, -5.747], [2.567, 2.676, -5.584], [0.478, -2.515, 3.423], [-0.106, -1.446, 3.497], [-0.248, -0.729, 4.653], [-0.860, 0.493, 4.292], [-1.546, 0.146, 3.015], [-1.592, 1.213, 2.187], [-0.702, -0.826, 2.441], [-0.089, 1.261, 4.163], [-1.560, 0.824, 5.064], [-2.551, -0.269, 3.144], [-3.023, 1.020, -0.357], [-3.504, 1.444, -1.394], [-3.306, 0.874, -2.621], [-4.132, 1.578, -3.527], [-4.322, 2.887, -2.840], [-5.534, 3.411, -3.129], [-4.299, 2.548, -1.472], [-5.070, 1.030, -3.663], [-3.644, 1.686, -4.500], [-3.538, 3.622, -3.051], [2.136, 3.221, 6.054], [2.875, 2.626, 5.288], [2.539, 1.465, 4.647], [3.603, 1.176, 3.761], [4.746, 1.906, 4.380], [5.610, 2.338, 3.435], [4.137, 3.031, 4.972], [3.354, 1.548, 2.762], [3.781, 0.099, 3.701], [5.283, 1.334, 5.144], [4.184, 3.350, 11.835], [3.702, 3.774, 10.798], [3.901, 3.204, 9.571], [3.075, 3.908, 8.665], [2.885, 5.217, 9.352], [1.672, 5.741, 9.063], [2.907, 4.878, 10.720], [2.137, 3.360, 8.529], [3.563, 4.015, 7.692], [3.669, 5.952, 9.141], [5.389, -6.039, 3.332], [4.264, -5.909, 3.784], [3.210, -5.391, 3.081], [2.071, -5.534, 3.906], [2.667, -5.612, 5.270], [1.919, -6.395, 6.079], [3.904, -6.253, 5.052], [1.532, -6.446, 3.626], [1.397, -4.680, 3.795], [2.835, -4.639, 5.743], [-9.406, 8.779, -2.214], [-9.001, 7.688, -2.581], [-7.692, 7.296, -2.523], [-7.664, 5.937, -2.911], [-8.911, 5.806, -3.718], [-9.429, 4.563, -3.606], [-9.797, 6.714, -3.105], [-7.670, 5.304, -2.018], [-6.766, 5.714, -3.494], [-8.791, 6.066, -4.775], [2.965, -3.405, -8.221], [2.687, -3.979, -7.181], [2.450, -5.323, -7.087], [2.298, -5.606, -5.710], [1.893, -4.285, -5.151], [2.344, -4.137, -3.886], [2.566, -3.359, -5.974], [3.250, -5.963, -5.305], [1.538, -6.376, -5.550], [0.815, -4.093, -5.188]]}


What did the first record say?
{"formula": "C31H37AsN3O2ReS", "method": "ωB97M-V/def2-TZVPD", "charge": 3, "lumo_energy_ev": [-9.79, -10.03], "s2": 0.755, "multiplicity": 2, "largest_force_ev_per_a": 0.66, "relative_energy_kj_mol": 5.3, "elements": ["Re", "C", "C", "C", "C", "H", "H", "H", "H", "H", "H", "H", "H", "H", "C", "C", "C", "C", "C", "C", "As", "C", "C", "C", "C", "C", "C", "C", "C", "C", "C", "C", "C", "H", "H", "H", "H", "H", "H", "H", "H", "H", "H", "H", "H", "H", "C", "N", "C", "C", "C", "N", "C", "O", "N", "H", "H", "H", "H", "H", "H", "H", "O", "S", "C", "C", "C", "C", "H", "H", "H", "H", "H", "H", "H", "H"], "positions_angstrom": [[0.475, 0.666, 0.304], [-0.693, 0.797, 3.705], [-1.661, 1.173, 2.590], [-3.098, 0.861, 3.007], [-1.369, 0.407, 1.276], [-0.875, 1.398, 4.596], [0.358, 0.909, 3.425], [-0.837, -0.248, 3.989], [-1.603, 2.253, 2.398], [-3.209, -0.200, 3.236], [-3.812, 1.120, 2.225], [-3.364, 1.422, 3.904], [-2.187, 0.583, 0.561], [-1.437, -0.660, 1.524], [1.977, -3.773, -3.894], [1.074, -2.866, -4.431], [0.280, -2.092, -3.590], [0.412, -2.234, -2.211], [1.313, -3.148, -1.668], [2.091, -3.921, -2.515], [-0.698, -1.201, -1.035], [-2.020, -0.320, -2.086], [-1.871, 0.752, -2.954], [-2.994, 1.225, -3.621], [-4.229, 0.625, -3.403], [-4.369, -0.441, -2.522], [-3.260, -0.928, -1.843], [-3.256, -2.050, -0.870], [-4.357, -2.816, -0.511], [-4.213, -3.835, 0.421], [-2.979, -4.109, 1.002], [-1.864, -3.359, 0.653], [-2.021, -2.347, -0.278], [2.578, -4.387, -4.551], [0.968, -2.775, -5.504], [-0.448, -1.411, -4.013], [1.395, -3.281, -0.594], [2.775, -4.652, -2.105], [-0.902, 1.203, -3.138], [-2.907, 2.050, -4.314], [-5.099, 0.993, -3.930], [-5.343, -0.888, -2.378], [-5.328, -2.629, -0.950], [-5.074, -4.429, 0.696], [-2.888, -4.911, 1.721], [-0.902, -3.578, 1.100], [4.490, -0.368, 2.629], [4.097, -0.392, 1.203], [5.016, -0.669, 0.216], [4.674, -0.678, -1.084], [3.315, -0.424, -1.452], [2.421, -0.173, -0.464], [2.851, -0.134, 0.812], [1.909, 0.207, 1.634], [2.939, -0.421, -2.709], [5.185, -1.184, 2.802], [3.605, -0.514, 3.240], [4.963, 0.584, 2.861], [6.020, -0.875, 0.560], [5.416, -0.893, -1.840], [3.607, -0.628, -3.437], [1.964, -0.407, -2.973], [1.606, 2.390, 0.067], [0.679, 2.934, 1.206], [1.694, 3.552, 2.569], [1.104, 4.934, 2.856], [0.775, 5.561, 1.501], [-0.044, 4.524, 0.729], [2.696, 3.608, 2.136], [1.665, 2.834, 3.385], [1.821, 5.524, 3.425], [0.203, 4.838, 3.466], [1.685, 5.805, 0.952], [0.191, 6.474, 1.606], [0.015, 4.563, -0.359], [-1.090, 4.484, 1.039]]}


Question: What is the formula in the second record?
Answer: C31H37BBr2N13O11P2SSn